The following is a DFT calculation (ωB97M-V/def2-TZVPD) of a cluster of 2 separate species, C3H3FIO2 in total at a distorted geometry.

XYZ file:
```
10
Properties=species:S:1:pos:R:3:mulliken_charge:R:1
C -1.82 1.56 -0.22 0.419
C -0.29 -0.49 0.35 -1.095
C -1.38 0.49 0.60 0.537
O -0.86 2.00 0.57 -0.386
O -2.60 2.02 -1.00 -0.551
F -1.00 -1.61 -1.95 -0.885
I -2.54 0.04 2.42 -0.061
H -0.52 -0.94 -0.66 0.454
H 0.70 0.16 0.10 0.185
H -0.07 -1.08 1.19 0.382
```

The value obtained for the gap between HOMO and LUMO is 6.941 eV. The net charge is -1. For the energy above the lowest of the compared OMol25 structures with the same formula, charge and spin, the calculation gives 50.4 kcal per mole. The LUMO energy comes out at 2.486 eV.

The following is a DFT calculation (ωB97M-V/def2-TZVPD) of an isolated molecule of C3H3FN2 at a distorted geometry.

XYZ file:
```
9
Properties=species:S:1:pos:R:3:mulliken_charge:R:1
C -0.68 0.00 -0.03 0.420
C 0.10 1.18 -0.04 -0.248
C 1.38 0.67 0.01 -0.453
H -0.25 2.21 -0.12 0.350
H 2.34 1.16 0.23 0.372
H 1.99 -1.40 0.13 0.243
N 1.26 -0.69 0.01 0.352
N 0.03 -1.13 -0.06 -0.785
F -2.00 -0.04 0.06 -0.251
```

The value obtained for the gap between HOMO and LUMO is 10.404 eV. Its SMILES is Fc1cc[nH]n1. For the energy above the lowest of the compared OMol25 structures with the same formula, charge and spin, the calculation gives 14.7 kcal per mole. The LUMO energy comes out at 0.958 eV.

The following is a DFT calculation (ωB97M-V/def2-TZVPD) of an isolated molecule of C3H3FN2O at a distorted geometry.

XYZ file:
```
10
Properties=species:S:1:pos:R:3:mulliken_charge:R:1
C 1.94 -1.47 0.00 -0.814
C 0.69 -0.69 -0.12 0.626
C -0.72 0.84 0.13 0.481
H 2.52 -1.08 0.86 0.259
H 2.62 -1.41 -0.99 0.241
H 1.59 -2.48 0.29 0.297
N -0.50 -1.33 -0.04 -0.300
N -1.41 -0.24 0.02 -0.314
O 0.66 0.66 -0.06 -0.262
F -1.12 2.07 0.06 -0.214
```

The value obtained for the gap between HOMO and LUMO is 10.802 eV. Its SMILES is Cc1nnc(F)o1. For the energy above the lowest of the compared OMol25 structures with the same formula, charge and spin, the calculation gives 40.6 kcal per mole. The LUMO energy comes out at 0.679 eV.

The following is a DFT calculation (ωB97M-V/def2-TZVPD) of a structure of composition C3H3FNaO3 at a distorted geometry.

XYZ file:
```
11
Properties=species:S:1:pos:R:3:mulliken_charge:R:1
H 0.40 -1.62 -1.21 0.287
O -0.85 -1.06 0.36 -0.223
O -0.15 1.00 -0.42 -0.382
O -2.29 0.71 0.51 -0.760
C 0.44 -1.20 -0.19 -0.458
C 0.96 0.23 -0.24 0.325
C -1.41 0.10 -0.15 0.044
H 1.04 -1.84 0.46 0.284
F 1.55 0.56 0.99 -0.334
H 1.72 0.42 -1.01 0.237
Na -1.41 2.71 0.90 0.981
```

The value obtained for the gap between HOMO and LUMO (spin up / spin down) is 5.080 / 8.506 eV. Its spin multiplicity is 2. For the energy above the lowest of the compared OMol25 structures with the same formula, charge and spin, the calculation gives 0.0 kcal per mole. The LUMO energy (spin up / spin down) comes out at -0.845 / -1.036 eV.

The following is a DFT calculation (ωB97M-V/def2-TZVPD) of a cluster of 2 separate species, C3H3FO3 in total at a distorted geometry.

XYZ file:
```
10
Properties=species:S:1:pos:R:3:mulliken_charge:R:1
C -1.18 0.73 -0.93 0.911
C 1.96 -0.84 1.59 0.615
C -2.39 0.69 -1.03 -1.106
O -0.03 0.70 -0.85 -0.380
O 2.04 -1.38 2.58 -0.326
O 1.32 -1.32 0.29 -0.462
F 2.41 0.39 1.38 -0.188
H 1.62 -0.65 -0.45 0.373
H -2.97 1.47 -0.68 0.308
H -2.77 0.20 -1.91 0.254
```

The value obtained for the gap between HOMO and LUMO is 10.422 eV. Its SMILES is O=C(O)F.C=C=O. For the energy above the lowest of the compared OMol25 structures with the same formula, charge and spin, the calculation gives 36.8 kcal per mole. The LUMO energy comes out at 0.510 eV.

The following is a DFT calculation (ωB97M-V/def2-TZVPD) of a structure of composition C3H3FO3Yb at a distorted geometry.

XYZ file:
```
11
Properties=species:S:1:pos:R:3:mulliken_charge:R:1
C 0.82 -0.51 -0.39 0.443
C 1.18 0.85 -0.84 -0.795
F 1.59 -0.90 0.68 -0.278
H 0.87 -1.27 -1.18 0.197
H 0.72 1.22 -1.75 0.318
H 1.89 1.44 -0.27 0.325
O -0.38 1.15 1.52 -0.443
C -1.08 0.27 1.08 0.807
O -2.31 -0.01 1.21 -0.667
O -0.57 -0.60 0.05 -0.277
Yb -2.73 -1.66 -0.11 1.371
```

The value obtained for the gap between HOMO and LUMO (spin up / spin down) is 6.094 / 7.950 eV. The net charge is +1. Its spin multiplicity is 2. For the energy above the lowest of the compared OMol25 structures with the same formula, charge and spin, the calculation gives 4.6 kcal per mole. The LUMO energy (spin up / spin down) comes out at -6.092 / -6.116 eV.

The following is a DFT calculation (ωB97M-V/def2-TZVPD) of a structure of composition C3H3FO3Zn at a distorted geometry.

XYZ file:
```
11
Properties=species:S:1:pos:R:3:mulliken_charge:R:1
C 0.88 -1.23 -0.10 -0.146
C 1.05 0.00 0.69 -0.255
O -0.23 0.62 0.99 -0.236
C -0.98 0.94 -0.04 1.388
O -2.15 1.38 0.17 -0.605
O -0.72 0.41 -1.19 -0.543
Zn -2.41 1.01 -1.67 0.616
F 0.02 -2.14 0.40 -0.218
H 1.38 -1.50 -1.03 0.434
H 1.66 0.71 0.12 0.270
H 1.49 -0.21 1.67 0.296
```

The value obtained for the gap between HOMO and LUMO (spin up / spin down) is 4.213 / 8.600 eV. The net charge is +1. Its spin multiplicity is 2. For the energy above the lowest of the compared OMol25 structures with the same formula, charge and spin, the calculation gives 0.0 kcal per mole. The LUMO energy (spin up / spin down) comes out at -7.646 / -7.693 eV.

The following is a DFT calculation (ωB97M-V/def2-TZVPD) of a structure of composition C3H3FO4Sn at a distorted geometry.

XYZ file:
```
12
Properties=species:S:1:pos:R:3:mulliken_charge:R:1
C -0.21 2.89 -1.35 0.155
C -0.83 2.11 -0.24 -0.172
O 0.09 1.41 0.47 -0.260
O -0.83 3.62 -2.16 0.095
H 0.85 2.81 -1.63 0.403
H -1.62 1.44 -0.66 0.391
H -1.40 2.80 0.42 0.373
F -2.19 3.64 -1.91 0.007
C 0.87 -0.87 1.07 0.463
O 1.53 -1.26 1.94 0.284
Sn 3.61 -2.46 3.27 1.474
O 2.58 -0.97 2.77 -0.212
```

The value obtained for the gap between HOMO and LUMO (spin up / spin down) is 8.338 / 7.638 eV. The net charge is +3. Its spin multiplicity is 2. For the energy above the lowest of the compared OMol25 structures with the same formula, charge and spin, the calculation gives 0.0 kcal per mole. The LUMO energy (spin up / spin down) comes out at -14.974 / -15.009 eV.